Entry 1:
{
  "formula": "C2H7O3P",
  "method": "ωB97M-V/def2-TZVPD",
  "smiles": "CO[PH](=O)OC",
  "energy_ha": -647.4602,
  "e_lumo_ev": 0.9,
  "relative_energy_kj_mol": 113.7,
  "homo_ev": -9.83,
  "symbols": ["P", "O", "O", "O", "C", "C", "H", "H", "H", "H", "H", "H", "H"],
  "positions_angstrom": [[0.7907, 0.5781, -0.6832], [-1.0418, 0.3280, 0.0834], [1.2938, 1.9101, -0.5366], [1.6260, -0.6116, -0.0259], [-1.7888, 1.4127, 0.5911], [1.1740, -1.9552, 0.0627], [-1.4713, 1.5092, 1.6046], [1.9994, -2.5402, -0.2637], [-1.3276, 2.2364, 0.0395], [0.2656, -2.0934, -0.5355], [-2.8273, 1.1715, 0.4348], [0.4676, 0.1612, -1.8804], [0.8396, -2.1067, 1.1092]],
  "lowdin_charge": [0.706, -0.372, -0.275, -0.287, -0.180, -0.104, 0.064, 0.080, 0.067, 0.083, 0.078, 0.035, 0.105]
}

Entry 2:
{
  "formula": "C2H7O4",
  "method": "ωB97M-V/def2-TZVPD",
  "energy_ha": -381.4496,
  "e_lumo_ev": 4.0,
  "total_charge": -1,
  "relative_energy_kj_mol": 27.7,
  "homo_ev": -4.80,
  "symbols": ["O", "O", "O", "O", "C", "C", "H", "H", "H", "H", "H", "H", "H"],
  "positions_angstrom": [[-0.0388, 3.2131, -0.2913], [1.1583, 1.0685, 0.8401], [0.7570, -1.4890, 1.0521], [-0.7486, -3.0980, 0.6200], [-0.2064, -2.0195, 0.3887], [-0.7487, -1.1310, -0.7706], [-0.7216, 2.5902, -0.5686], [2.0337, 0.9919, 0.4548], [0.4201, 2.6255, 0.3493], [-1.1482, -0.2116, -0.3639], [0.8534, 0.1063, 0.8688], [-1.6326, -1.7105, -1.0705], [0.0223, -0.9360, -1.5089]],
  "lowdin_charge": [-0.116, -0.116, -0.124, -0.054, -0.745, -0.041, 0.011, 0.037, -0.014, 0.046, -0.007, 0.059, 0.064]
}

Entry 3:
{
  "formula": "C2H7O4",
  "method": "ωB97M-V/def2-TZVPD",
  "spin_multiplicity": 2,
  "energy_ha": -381.2452,
  "e_lumo_ev": [0.3, -4.9],
  "s_squared": 0.76,
  "relative_energy_kj_mol": 120.1,
  "homo_ev": [-10.58, -10.58],
  "symbols": ["O", "O", "O", "O", "C", "C", "H", "H", "H", "H", "H", "H", "H"],
  "positions_angstrom": [[-0.4863, 1.1667, -1.4171], [-2.2938, 0.0915, -2.2532], [2.8575, -1.2282, 1.5702], [1.5405, 0.6316, -0.1893], [-1.7152, -0.2462, 0.1238], [-1.5466, 0.4182, -1.3450], [-0.6274, -0.7317, 0.4764], [-2.6276, -0.8537, -0.0487], [0.5855, 0.7521, -0.5376], [-1.9525, 0.5827, 0.8895], [1.9844, -1.4328, 2.0434], [1.8665, 1.5188, -0.1790], [2.4150, -0.6690, 0.8667]],
  "lowdin_spin": [0.316, 0.375, 0.000, 0.008, 0.184, 0.103, 0.004, 0.005, 0.000, 0.005, 0.000, 0.000, 0.000]
}

Entry 4:
{
  "formula": "C2H7O4P",
  "method": "ωB97M-V/def2-TZVPD",
  "energy_ha": -722.6515,
  "e_lumo_ev": 0.2,
  "relative_energy_kj_mol": 436.1,
  "homo_ev": -9.02,
  "symbols": ["P", "O", "O", "O", "O", "C", "C", "H", "H", "H", "H", "H", "H", "H"],
  "positions_angstrom": [[-0.4152, 0.6805, 0.2981], [-1.1305, 1.9049, -0.4440], [1.1520, 1.0679, 0.0821], [-0.9719, 0.5066, 1.6597], [-2.0784, -1.3734, 0.2396], [2.2428, 0.1205, 0.0106], [-0.4329, -0.8836, -0.5482], [-1.1002, -0.7313, -1.5476], [-2.0373, -2.3645, 0.3396], [1.8823, -0.6129, -0.8145], [-1.9818, -0.8439, 1.0794], [3.1464, 0.7139, -0.3096], [2.2494, -0.3213, 1.0623], [-0.5249, 2.1366, -1.1076]],
  "lowdin_charge": [0.375, -0.095, -0.318, -0.289, -0.088, -0.107, -0.066, 0.064, 0.135, 0.081, 0.063, 0.096, 0.110, 0.040]
}

Entry 5:
{
  "formula": "C2H7OPS",
  "method": "ωB97M-V/def2-TZVPD",
  "smiles": "CS(C)(=O)=P",
  "energy_ha": -894.9485,
  "e_lumo_ev": [-1.0, -0.5],
  "relative_energy_kj_mol": 702.5,
  "homo_ev": [-8.15, -8.13],
  "symbols": ["S", "P", "O", "C", "C", "H", "H", "H", "H", "H", "H", "H"],
  "positions_angstrom": [[-0.7554, 0.4120, 0.4060], [-2.6141, -0.1253, -0.3486], [-0.1208, 1.7121, 1.9201], [-0.0281, 1.0285, -1.0518], [0.2983, -1.0271, 0.7090], [0.2223, 2.0931, -0.9657], [0.8289, 0.3961, -1.3541], [0.4642, -1.2767, 1.7095], [-0.9116, 0.9130, -1.7231], [1.2122, -0.7806, 0.2122], [-2.7070, -1.1384, 0.7137], [-0.2626, -1.7504, 0.1601]],
  "lowdin_charge": [0.556, 0.458, -0.530, -0.333, -0.235, 0.071, 0.071, 0.046, -0.002, 0.042, -0.175, 0.030]
}

Entry 6:
{
  "formula": "C2H7OPS",
  "method": "ωB97M-V/def2-TZVPD",
  "spin_multiplicity": 3,
  "energy_ha": -894.9655,
  "e_lumo_ev": [0.7, -2.6],
  "s_squared": 2.00,
  "relative_energy_kj_mol": 238.8,
  "homo_ev": [-4.39, -9.71],
  "symbols": ["S", "P", "O", "C", "C", "H", "H", "H", "H", "H", "H", "H"],
  "positions_angstrom": [[-1.5701, 1.3429, -0.3110], [1.3420, 1.2245, -0.3025], [0.5277, 0.4675, 0.9151], [-0.7453, -0.0441, 0.4631], [-0.5972, -1.2047, -0.4709], [-1.5570, -1.6832, -0.5575], [-1.2449, -0.3714, 1.3942], [0.7638, 2.4982, -0.0798], [2.5505, 1.5740, 0.4511], [-1.9201, 0.5877, -1.3388], [-0.2614, -0.8173, -1.5273], [0.1998, -1.8174, -0.0570]],
  "lowdin_spin": [0.081, 1.144, 0.370, 0.037, 0.045, 0.003, 0.007, 0.155, 0.123, 0.008, 0.019, 0.007]
}

Entry 7:
{
  "formula": "C2H7OPS2",
  "method": "ωB97M-V/def2-TZVPD",
  "smiles": "CC[P@@](O)(=S)S",
  "energy_ha": -1293.3954,
  "e_lumo_ev": 0.4,
  "relative_energy_kj_mol": 43.1,
  "homo_ev": -8.85,
  "symbols": ["S", "S", "P", "O", "C", "C", "H", "H", "H", "H", "H", "H", "H"],
  "positions_angstrom": [[2.5580, 0.2437, 0.6900], [1.3544, -1.7542, -1.6649], [1.0336, -1.1261, 0.1643], [0.9919, -2.1100, 1.4356], [-0.7018, -0.3242, 0.3266], [-0.8733, 0.7999, -0.7648], [3.2800, -0.4396, -0.2549], [-0.5897, 0.2893, -1.6881], [0.7033, -3.0841, 1.3485], [-0.4994, 0.1205, 1.2721], [-1.2900, -1.1747, 0.1210], [-0.1919, 1.7231, -0.4123], [-1.9373, 1.1722, -0.5547]],
  "lowdin_charge": [0.445, 0.170, -0.037, -0.329, -0.363, -0.162, -0.172, 0.019, 0.132, 0.051, 0.057, 0.105, 0.084]
}

Entry 8:
{
  "formula": "C2H7OS",
  "method": "ωB97M-V/def2-TZVPD",
  "energy_ha": -553.8490,
  "e_lumo_ev": 4.3,
  "total_charge": -1,
  "relative_energy_kj_mol": 39.4,
  "homo_ev": -2.42,
  "symbols": ["S", "O", "C", "C", "H", "H", "H", "H", "H", "H", "H"],
  "positions_angstrom": [[0.0772, -0.5256, 1.4400], [1.9234, -2.8914, -0.4021], [-1.0647, 1.0505, -0.6817], [-0.2152, 1.1023, 0.5858], [1.7882, -3.1172, 0.5374], [1.4070, -2.0833, -0.5036], [-1.1502, 0.0705, -1.1362], [-0.7241, 1.7944, -1.4102], [-0.7489, 1.6498, 1.3699], [-2.0556, 1.3811, -0.3663], [0.7629, 1.5688, 0.5669]],
  "lowdin_charge": [0.076, -0.144, -0.228, -0.804, 0.015, -0.047, 0.034, 0.045, 0.002, 0.046, 0.005]
}

Entry 9:
{
  "formula": "C2H7OS",
  "method": "ωB97M-V/def2-TZVPD",
  "energy_ha": -553.7791,
  "e_lumo_ev": 3.9,
  "total_charge": -1,
  "relative_energy_kj_mol": 222.7,
  "homo_ev": -2.37,
  "symbols": ["S", "O", "C", "C", "H", "H", "H", "H", "H", "H", "H"],
  "positions_angstrom": [[-0.1576, -0.6223, -0.4791], [0.2589, 0.4474, 2.8950], [-0.2923, -0.2020, -2.4088], [0.2987, 0.8673, 0.2595], [0.3383, 0.6728, -2.5617], [-1.3635, 0.0334, -2.6331], [0.0451, -1.1180, -3.0085], [1.3716, 1.0949, 0.3459], [0.2033, -0.4873, 3.1155], [-0.4436, 1.7183, 0.4251], [0.2620, 0.4710, 1.7179]],
  "lowdin_charge": [0.558, -0.327, -0.417, -0.690, -0.013, -0.006, 0.006, -0.022, -0.057, 0.010, -0.041]
}

Entry 10:
{
  "formula": "C2H7OS",
  "method": "ωB97M-V/def2-TZVPD",
  "spin_multiplicity": 2,
  "energy_ha": -553.7154,
  "e_lumo_ev": [0.9, -1.7],
  "s_squared": 0.75,
  "relative_energy_kj_mol": 149.7,
  "homo_ev": [-9.06, -9.07],
  "symbols": ["S", "O", "C", "C", "H", "H", "H", "H", "H", "H", "H"],
  "positions_angstrom": [[-2.3645, 0.8005, -0.2223], [1.3897, -0.8900, 0.3393], [1.8597, 0.2741, -0.1814], [-1.3863, -0.6950, 0.0373], [-1.9945, -1.4119, 0.5781], [1.0305, 0.9397, -0.4832], [-1.8913, 1.4267, 0.8608], [-1.0771, -1.0528, -0.9430], [-0.4712, -0.4221, 0.5562], [2.4613, 0.8086, 0.5701], [2.4436, 0.2221, -1.1118]],
  "lowdin_spin": [0.013, 0.797, 0.093, 0.016, 0.001, 0.051, 0.000, 0.000, 0.004, 0.018, 0.006]
}

Entry 11:
{
  "formula": "C2H7OS",
  "method": "ωB97M-V/def2-TZVPD",
  "spin_multiplicity": 2,
  "energy_ha": -553.7395,
  "e_lumo_ev": [0.8, -0.3],
  "s_squared": 0.75,
  "relative_energy_kj_mol": 86.3,
  "homo_ev": [-7.86, -10.27],
  "symbols": ["S", "O", "C", "C", "H", "H", "H", "H", "H", "H", "H"],
  "positions_angstrom": [[-0.0808, -0.1662, -1.4070], [1.7829, -0.0013, 1.3408], [-1.2836, 0.6129, 1.0166], [-0.5674, -0.4907, 0.2785], [0.9736, 0.0707, 0.7364], [-2.3530, 0.5436, 0.8165], [-0.8723, 1.5277, 0.5834], [0.0244, 1.1724, -1.4869], [1.7447, -0.9655, 1.3579], [-0.7419, -1.5524, 0.4175], [-1.1615, 0.6710, 2.0967]],
  "lowdin_spin": [0.195, 0.081, 0.064, 0.571, 0.024, 0.025, 0.001, 0.012, 0.001, 0.020, 0.006]
}

Entry 12:
{
  "formula": "C2H7OSi",
  "method": "ωB97M-V/def2-TZVPD",
  "energy_ha": -444.6962,
  "e_lumo_ev": [-6.6, -6.7],
  "total_charge": 1,
  "relative_energy_kj_mol": 382.2,
  "homo_ev": [-14.49, -13.35],
  "symbols": ["Si", "O", "C", "C", "H", "H", "H", "H", "H", "H", "H"],
  "positions_angstrom": [[-0.2583, -0.4788, -0.8713], [1.1760, -0.4483, 0.0283], [-1.6134, 0.4913, 0.0782], [1.8714, -0.0439, 0.9514], [1.4312, 0.3036, 1.9160], [2.9680, -0.2074, 0.9635], [-1.2586, 0.8675, 1.0005], [-0.5257, -1.8784, -0.9710], [-2.1367, 1.2153, -0.4736], [0.5770, 0.5394, -3.1084], [-2.2311, -0.3603, 0.4864]],
  "lowdin_charge": [0.746, -0.164, -0.192, 0.145, 0.148, 0.148, 0.009, -0.029, 0.017, 0.108, 0.064]
}